*a*
Entry from OMol25: 2 unconnected molecules or ions with the total composition C6H15NO (ωB97M-V/def2-TZVPD).

Properties
LUMO level	0.80	eV

XYZ file:
```
23
C6H15NO, DFT ωB97M-V/def2-TZVPD
C -2.128 1.430 0.338
C -1.635 0.721 1.598
C -1.902 -0.767 1.648
N -0.826 -1.606 1.753
O -3.076 -1.074 1.545
H -1.950 2.479 0.228
H -3.211 1.264 0.214
H -1.756 0.912 -0.589
H -0.585 1.026 1.799
H -1.913 1.176 2.554
H -1.033 -2.563 1.915
H 0.151 -1.366 1.783
C 2.101 1.081 -0.997
C 2.255 -0.298 -1.670
C 1.165 -1.341 -1.483
H 2.671 1.964 -1.328
H 2.380 0.838 0.086
H 1.096 1.505 -1.198
H 2.483 -0.190 -2.763
H 3.205 -0.660 -1.225
H 1.092 -1.609 -0.404
H 0.185 -0.807 -1.588
H 1.234 -2.117 -2.217
```

*b*
Entry from OMol25: 3 unconnected molecules or ions with the total composition C6H15NO (ωB97M-V/def2-TZVPD).

Properties
LUMO level	0.38	eV

XYZ file:
```
23
C6H15NO, DFT ωB97M-V/def2-TZVPD
C 1.404 1.863 -1.616
C 0.838 1.130 -0.427
C -0.189 1.868 0.380
N 1.387 0.107 0.113
H 1.931 2.755 -1.277
H 0.608 2.194 -2.280
H 2.102 1.241 -2.174
H 0.308 2.613 0.998
H -0.902 2.381 -0.261
H -0.708 1.168 1.035
H 2.186 -0.266 -0.398
C -0.954 -0.272 -1.852
O -1.436 -1.011 -1.030
H -1.413 0.701 -2.103
H -0.147 -0.591 -2.529
C -0.057 -2.240 1.258
C -1.232 -1.759 2.085
H 0.530 -1.303 0.818
H 0.696 -2.725 1.881
H -0.368 -2.949 0.496
H -0.904 -1.036 2.832
H -1.713 -2.587 2.608
H -1.968 -1.282 1.442
```

The structure with the greatest stability is *a*.

*a*
Entry from OMol25: 2 unconnected molecules or ions with the total composition C6H15NO (ωB97M-V/def2-TZVPD).

Properties
LUMO level	0.88	eV

XYZ file:
```
23
C6H15NO, DFT ωB97M-V/def2-TZVPD
C -2.220 -1.696 0.431
C -1.235 -1.741 -0.724
C -0.134 -0.737 -0.610
C 1.103 -1.147 -0.217
N 2.213 -0.331 -0.031
C 2.040 1.102 -0.009
C 1.369 1.708 1.235
H -3.071 -2.373 0.316
H -1.843 -1.883 1.453
H -2.675 -0.698 0.604
H -1.823 -1.486 -1.616
H -0.872 -2.762 -0.838
H -0.265 0.331 -0.748
H 1.163 -2.230 -0.149
H 2.875 -0.841 0.532
H 3.071 1.464 -0.068
H 1.501 1.376 -0.914
H 1.734 1.358 2.202
H 0.317 1.404 1.297
H 1.370 2.779 1.018
O -2.367 2.158 -0.388
H -2.118 1.225 -0.420
H -1.716 2.349 0.283
```

*b*
Entry from OMol25: a single C6H15NO molecule (ωB97M-V/def2-TZVPD).

Properties
LUMO level	0.87	eV

XYZ file:
```
23
C6H15NO, DFT ωB97M-V/def2-TZVPD
C -2.580 0.385 0.498
C -1.114 -0.048 0.871
C -0.210 0.103 -0.345
C -0.739 -0.708 -1.526
O -0.124 1.448 -0.765
N 1.150 -0.435 0.094
C 1.653 -0.131 1.418
C 2.212 -0.213 -0.871
H -3.150 0.496 1.418
H -2.575 1.335 -0.032
H -3.074 -0.370 -0.106
H -1.125 -1.084 1.206
H -0.793 0.618 1.673
H -0.013 -0.741 -2.331
H -1.626 -0.229 -1.930
H -0.961 -1.721 -1.206
H 0.133 1.993 -0.012
H 2.602 -0.652 1.557
H 1.834 0.944 1.587
H 0.991 -0.498 2.200
H 1.847 -0.310 -1.889
H 2.671 0.783 -0.780
H 2.991 -0.966 -0.727
```

The structure with the greatest stability is *b*.

*a*
Entry from OMol25: 2 unconnected molecules or ions with the total composition C6H15NO (ωB97M-V/def2-TZVPD).

Properties
LUMO level	0.82	eV

XYZ file:
```
23
C6H15NO, DFT ωB97M-V/def2-TZVPD
C -1.379 1.455 -2.654
C 0.095 1.055 -2.122
C 0.425 0.209 -0.846
C -0.038 -1.151 -0.908
C 0.999 0.750 0.299
C 1.206 -0.063 1.653
N 1.532 2.102 0.166
H -1.725 0.660 -3.462
H -1.243 2.421 -3.147
H -2.074 1.264 -1.925
H 0.787 0.752 -2.863
H 0.443 2.124 -1.812
H -0.569 -1.476 -0.005
H -0.553 -1.485 -1.877
H 0.902 -1.771 -1.108
H 1.822 -0.894 1.388
H 1.787 0.576 2.318
H 0.215 -0.309 2.121
H 2.532 2.149 0.317
H 1.044 2.811 0.704
O -2.109 -3.467 3.535
H -2.148 -3.952 4.393
H -2.924 -3.385 2.981
```

*b*
Entry from OMol25: 2 unconnected molecules or ions with the total composition C6H15NO (ωB97M-V/def2-TZVPD).

Properties
LUMO level	0.78	eV

XYZ file:
```
23
C6H15NO, DFT ωB97M-V/def2-TZVPD
C -0.745 -1.613 -0.666
C -0.256 -0.227 -0.233
C -0.342 -0.025 1.299
C 1.112 -0.098 1.758
C 1.787 0.602 0.597
N 1.184 -0.112 -0.524
C 1.468 0.471 -1.807
H -0.259 -2.389 -0.076
H -0.490 -1.818 -1.707
H -1.828 -1.694 -0.568
H -0.824 0.518 -0.794
H -1.002 -0.704 1.846
H -0.721 0.977 1.483
H 1.302 0.406 2.710
H 1.472 -1.120 1.862
H 2.871 0.542 0.590
H 1.426 1.641 0.630
H 1.029 1.476 -1.927
H 1.143 -0.174 -2.615
H 2.545 0.598 -1.932
O -3.735 0.677 -0.251
H -3.207 1.480 -0.370
H -3.931 0.588 0.695
```

The structure with the greatest stability is *b*.

*a*
Entry from OMol25: 5 unconnected molecules or ions with the total composition C2H12O3S (ωB97M-V/def2-TZVPD).

Properties
LUMO level	-5.66	eV

XYZ file:
```
18
C2H12O3S, DFT ωB97M-V/def2-TZVPD
C 1.704 1.380 1.201
S 1.850 0.226 -0.150
C -0.402 -1.687 -2.042
H 2.491 2.130 1.186
H 1.695 0.817 2.136
H 0.718 1.861 1.100
H -0.886 -2.643 -1.856
H 0.482 -1.845 -2.655
H -0.128 -1.304 -1.060
H -1.890 0.812 -0.550
H -1.092 -0.973 -2.480
O -1.259 1.597 -0.664
H 0.221 -1.065 1.106
H -1.252 -1.184 1.447
O -0.370 -1.164 1.861
H -0.369 1.348 -0.360
H -3.417 0.218 0.502
O -2.706 -0.245 0.074
```

*b*
Entry from OMol25: 4 unconnected molecules or ions with the total composition C2H12O3S (ωB97M-V/def2-TZVPD).

Properties
LUMO level	0.49	eV

XYZ file:
```
18
C2H12O3S, DFT ωB97M-V/def2-TZVPD
C -0.624 -0.246 2.176
S -0.983 -0.971 0.477
C -2.026 0.395 -0.165
H -0.077 0.672 2.019
H -1.614 -0.250 2.627
H 0.025 -1.025 2.578
H -3.031 0.176 0.159
H -2.020 0.180 -1.240
H -1.572 1.341 0.098
O 2.168 0.783 1.631
H 2.082 1.001 0.702
H 2.499 1.541 2.100
O 0.605 -1.569 -3.040
H 1.139 -2.320 -3.281
H -0.261 -1.952 -2.898
O 1.487 1.041 -1.192
H 1.582 0.077 -1.141
H 0.620 1.126 -1.612
```

*c*
Entry from OMol25: 4 unconnected molecules or ions with the total composition C2H12O3S (ωB97M-V/def2-TZVPD).

Properties
LUMO level	0.39	eV

XYZ file:
```
18
C2H12O3S, DFT ωB97M-V/def2-TZVPD
C 1.821 0.272 1.760
C 0.445 0.121 1.150
S -0.746 1.416 1.698
H 2.164 1.300 1.689
H 1.900 -0.044 2.801
H 2.509 -0.334 1.178
H -0.018 -0.820 1.404
H 0.463 0.284 0.078
H -0.409 1.666 2.971
O 0.032 -2.002 -2.671
H -0.426 -2.159 -3.507
H 0.922 -1.818 -2.974
O 0.253 3.690 -1.765
H -0.205 4.477 -1.468
H 0.067 2.973 -1.159
O -1.026 -4.542 -1.177
H -0.958 -3.717 -1.673
H -1.057 -4.245 -0.263
```

The structure with the greatest stability is *c*.